No. 1
21
Properties=species:S:1:pos:R:3 method="wB97M-V/def2-TZVPD" e_homo_ev=-13.88 e_above_lowest_kj_mol=50.4 lumo_ev=-2.73 e_tot_ev=-10964.4847 total_charge=+1
C 0.01786 -3.17188 -0.73614
C 0.33415 -1.78899 -0.24710
C -0.38469 -0.76131 -0.65570
N 0.00540 0.61632 -0.27401
H -1.06265 -3.24517 -0.83857
H 0.45065 -3.32624 -1.72625
H 0.38698 -3.98118 -0.11544
H 1.14774 -1.68596 0.46171
H -1.23951 -0.79262 -1.31138
H 0.84452 0.71052 0.32427
H 0.23987 1.25797 -1.03358
H -0.79869 1.01585 0.22707
H 2.97551 0.88975 1.75180
H 2.28127 2.27629 1.56641
O 2.21960 1.34984 1.38372
H -1.70097 -0.48788 2.54408
H -3.00446 0.36809 2.26191
O -2.10522 0.18586 1.96751
H -0.90001 3.87126 -1.72673
H 0.48650 3.42419 -2.25610
O -0.19382 3.27528 -1.56749

No. 2
50
Properties=species:S:1:pos:R:3 method="wB97M-V/def2-TZVPD" e_homo_ev=-8.20 e_above_lowest_kj_mol=9.5 lumo_ev=0.45 e_tot_ev=-57805.8053
Cl -2.35615 6.46673 -2.03978
N -0.72564 7.64686 -0.34847
N -0.54087 -1.18813 -1.11224
N 1.93368 -3.69529 0.95735
N -0.21370 5.83199 1.26502
N -1.02212 -1.59549 1.09373
O 4.17021 -5.05196 -0.20940
S 0.11341 7.49554 1.09784
C -1.21060 6.51468 -0.69249
C 0.35109 -1.99304 -0.58838
C 0.91786 -3.08054 1.45721
C -0.89098 5.44353 0.22777
C -1.33827 -0.95602 -0.01997
C 3.04372 -3.02389 -3.01935
C 3.72632 -3.94468 -2.22980
C 1.96787 -2.31704 -2.48655
C 2.29110 -3.44157 -0.37523
C 3.42156 -4.16430 -0.92047
C 1.57681 -2.54090 -1.17547
N 0.69565 -3.42753 2.76165
N 0.05925 -2.31238 0.70994
N -1.21789 4.08198 0.11419
N -2.17955 1.42002 0.03730
C 3.41809 -6.16198 0.29496
C -2.51930 -0.03094 -0.06494
C -1.87154 3.56617 -1.13506
C -1.67723 2.04753 -1.21736
C -3.01798 2.42790 2.09987
C -0.75260 3.13081 1.17180
C -1.74955 1.97949 1.36743
H 3.38567 -2.86226 -4.02336
H 4.55831 -4.47612 -2.69757
H 1.37804 -1.59259 -3.07115
H 0.14578 -2.76133 3.23496
H 1.54845 -3.72999 3.23413
H 3.29519 -6.04149 1.35320
H 2.44676 -6.24840 -0.16215
H 3.94315 -7.09398 0.14362
H -3.21127 -0.27898 0.72478
H -3.12523 -0.24806 -0.95774
H -1.41932 4.04595 -2.01490
H -2.92146 3.77807 -1.09449
H -2.17544 1.59989 -2.09108
H -0.63513 1.80137 -1.35363
H -2.70860 3.02998 2.96755
H -3.66492 3.01552 1.45920
H -3.59372 1.50691 2.43656
H -0.60218 3.55006 2.12007
H 0.20546 2.69734 0.81883
H -1.25219 1.18055 1.95209

No. 3
18
Properties=species:S:1:pos:R:3 method="wB97M-V/def2-TZVPD" e_homo_ev="-12.83 / -12.16" e_above_lowest_kj_mol=18.9 spin_multiplicity=3 lumo_ev="-4.06 / -9.02" e_tot_ev=-338003.1363 total_charge=+1
Ni -21.51675 -36.48426 0.35314
Cl -21.31477 -38.09109 -1.23992
Br -21.68517 -36.26192 -5.07990
C -20.33101 -37.64465 -4.90976
C -20.79188 -38.82708 -5.72666
Br -19.58064 -40.35866 -5.49113
H -20.31773 -37.91418 -3.85627
H -19.40021 -37.21326 -5.25844
H -20.78956 -38.59244 -6.79076
H -21.76688 -39.18488 -5.41429
Br -18.34952 -41.31751 -2.35391
C -19.88808 -41.31362 -1.09181
C -19.70969 -42.49814 -0.17688
Br -21.25987 -42.65012 0.95479
H -20.72011 -41.35573 -1.78637
H -19.90274 -40.39544 -0.51125
H -18.77259 -42.51818 0.37402
H -19.65823 -43.41784 -0.76108

No. 4
202
Properties=species:S:1:pos:R:3 method="wB97M-V/def2-TZVPD" e_homo_ev=-8.79 lumo_ev=-0.43 e_tot_ev=-124446.6727
C 2.29973 1.93023 -5.65948
O 1.46533 0.95011 -6.30448
H 1.74985 2.29269 -4.79095
H 3.11604 1.39299 -5.17666
H 2.80899 2.51995 -6.42171
H 0.60017 1.32734 -6.47998
C 3.70083 -2.13365 -5.66665
O 4.05210 -2.94698 -4.56650
H 4.49522 -2.01992 -6.40429
H 2.92305 -2.56066 -6.29976
H 3.44152 -1.11590 -5.37503
H 4.77224 -2.44593 -4.17669
C 4.55124 5.59682 -0.47230
O 4.75532 5.45336 0.84626
H 3.77482 4.89225 -0.77040
H 4.03716 6.53894 -0.66261
H 5.37621 5.42797 -1.16441
H 4.19400 4.77070 1.22109
C 4.11041 -3.16242 0.35618
O 3.94062 -2.37569 1.51428
H 3.35612 -3.94812 0.31352
H 3.98569 -2.56910 -0.54965
H 5.07286 -3.62262 0.57979
H 4.75240 -2.50213 2.01089
C 3.00883 -6.42852 -1.24230
O 1.76567 -5.87370 -1.30075
H 3.08753 -6.77085 -0.21045
H 3.21441 -7.34361 -1.79768
H 3.84892 -5.75890 -1.42652
H 1.28307 -6.47461 -0.72838
C 1.75162 4.13523 1.87727
O 3.05797 3.49671 1.77811
H 1.80312 4.78282 2.75253
H 1.70795 4.58330 0.88458
H 0.88996 3.46773 1.86759
H 2.99630 2.65106 1.32790
C 5.62741 0.96548 2.69018
O 6.12707 1.90450 1.64710
H 5.76386 1.26583 3.72906
H 4.57587 0.70608 2.56745
H 6.26394 0.08146 2.72806
H 5.41352 2.45371 1.31420
C -7.87497 1.29367 -3.86953
C -6.55126 0.66253 -3.36035
C -5.26106 1.44098 -3.55370
O -5.09461 2.15424 -2.33431
C -5.91967 1.79090 -1.40226
O -5.99566 2.16367 -0.28094
O -6.68148 0.72422 -1.94480
H -8.86161 0.92053 -3.59493
H -7.75261 1.20617 -4.94910
H -8.07692 2.34638 -3.67173
H -6.51309 -0.41362 -3.52930
H -5.21001 2.16643 -4.36562
H -4.38764 0.80140 -3.68092
C 0.52077 -3.83805 -4.19091
C -0.48047 -4.04033 -5.37500
C -1.73554 -4.77392 -4.96596
O -2.64702 -3.72464 -4.82689
C -2.23393 -2.66018 -5.48373
O -3.04242 -1.74475 -5.82293
O -0.88403 -2.79222 -5.76899
H 1.07847 -4.70326 -3.83247
H 0.01385 -3.38658 -3.33809
H 1.29179 -3.23510 -4.67057
H -0.00478 -4.56771 -6.20185
H -1.58468 -5.28100 -4.01296
H -2.04465 -5.39024 -5.81018
C 7.40890 -2.95403 -1.83906
C 6.55713 -4.06555 -2.39727
C 6.86579 -4.28750 -3.82880
O 7.22821 -5.66980 -4.02394
C 7.30377 -6.16551 -2.81827
O 7.81574 -7.25381 -2.57421
O 6.94431 -5.27140 -1.88321
H 7.27192 -2.63492 -0.80586
H 7.26809 -2.01490 -2.37412
H 8.44956 -3.22211 -2.02145
H 5.49807 -3.84984 -2.25602
H 7.61858 -3.55816 -4.12792
H 5.96175 -4.24555 -4.43631
C -2.04659 -5.32050 2.27188
C -1.85977 -6.71899 2.89053
C -2.08739 -6.77009 4.39063
O -3.00126 -7.74853 4.58303
C -3.61570 -8.08863 3.47231
O -4.53052 -8.93620 3.39014
O -3.01759 -7.41372 2.47359
H -3.06148 -4.92344 2.25070
H -1.79273 -5.37275 1.21315
H -1.28803 -4.58887 2.55009
H -0.99440 -7.23813 2.47854
H -2.48957 -5.80400 4.69561
H -1.15950 -6.99478 4.91659
C -4.48277 -2.11303 3.29429
O -4.92248 -3.29159 3.18008
N -3.28907 -1.65502 3.86192
C -2.36938 -2.56657 4.67503
C -3.02779 -0.23889 4.06302
H -5.06672 -1.29360 2.84737
H -2.68439 -3.60766 4.60436
H -2.44191 -2.20645 5.70126
H -1.32416 -2.47068 4.38107
H -2.23128 0.09221 3.39665
H -3.85853 0.45360 3.92727
H -2.67488 -0.10043 5.08497
C -5.98221 1.41454 2.44411
O -6.48787 0.35795 2.24621
N -6.48854 2.25764 3.34332
C -7.59813 1.93343 4.24346
C -6.05822 3.61074 3.19855
H -5.03516 1.79692 2.03291
H -8.01261 0.92912 4.33103
H -8.38752 2.68500 4.23271
H -7.27647 2.22943 5.24196
H -6.38320 3.98569 2.22803
H -6.68109 4.18355 3.88559
H -4.97543 3.70659 3.27901
C -1.52901 6.23762 -0.62727
O -1.90321 6.25274 -1.80129
N -2.32885 6.34301 0.41689
C -1.87004 5.86439 1.73318
C -3.64798 6.86218 0.21397
H -0.50295 5.99194 -0.31257
H -2.56092 5.14372 2.17071
H -2.06788 6.68733 2.42000
H -0.83814 5.51734 1.78658
H -3.69935 7.38046 -0.74355
H -4.42133 6.10543 0.08221
H -4.15257 7.54889 0.89362
C 4.63244 3.62196 5.11243
O 5.83566 3.64545 5.29101
N 3.73786 3.73944 6.11124
C 2.35750 3.33674 5.81200
C 4.05399 4.15665 7.48332
H 4.10800 3.33393 4.18820
H 2.12538 2.35395 6.22231
H 2.06369 3.28311 4.76372
H 1.61233 3.91693 6.35624
H 5.12898 4.15512 7.66359
H 3.65433 5.15110 7.68191
H 3.64681 3.52499 8.27283
C -2.74613 6.06145 -6.06344
O -1.78049 5.92361 -6.83036
N -3.00284 5.25105 -4.98263
C -2.15211 4.15248 -4.53382
C -4.25240 5.47185 -4.11310
H -3.60701 6.74370 -6.13839
H -1.31657 4.01744 -5.22065
H -2.72067 3.22978 -4.64990
H -1.92226 4.21163 -3.46997
H -4.96071 6.17493 -4.55138
H -4.76973 4.51368 -4.06444
H -3.86984 5.81038 -3.15021
C 2.15922 0.50180 -0.44260
O 2.58197 1.65876 -0.15708
N 0.86519 0.27618 -0.62607
C 0.39020 -0.94103 -1.25562
C -0.10954 1.31811 -0.44750
H 2.86701 -0.31489 -0.65294
H 1.16044 -1.51952 -1.76569
H -0.52538 -0.83053 -1.83665
H -0.06179 -1.53758 -0.46320
H -0.80550 0.82513 0.23125
H 0.22623 2.14868 0.17339
H -0.61055 1.67447 -1.34755
C 5.99947 0.46578 -3.37879
O 5.62858 -0.69991 -3.53767
N 6.08931 0.98088 -2.11283
C 5.94422 0.37764 -0.81707
C 6.25993 2.40638 -1.94768
H 6.24742 1.18490 -4.17477
H 4.98446 0.75946 -0.46898
H 6.78018 0.50338 -0.12899
H 5.90368 -0.69154 -1.02519
H 7.19106 2.66471 -1.44333
H 6.16994 2.79522 -2.96198
H 5.43648 2.83694 -1.37790
C 0.86200 0.12876 6.86157
O -0.17627 0.33707 6.20717
N 2.07912 -0.38197 6.35330
C 3.22248 -0.68256 7.16811
C 2.12837 -0.52464 4.88858
H 0.94593 0.08947 7.95867
H 4.02092 0.03254 6.97009
H 3.60030 -1.69788 7.04781
H 2.96308 -0.50939 8.21253
H 1.56878 -1.45211 4.76709
H 1.70405 0.35575 4.40592
H 3.04709 -0.77113 4.35633
C -7.94947 -2.95651 -1.87942
O -7.99560 -2.94452 -3.12326
N -6.78133 -2.83582 -1.16193
C -6.92479 -2.75176 0.22270
C -5.49595 -2.55854 -1.58866
H -8.83470 -3.21250 -1.27688
H -6.28688 -1.97753 0.64902
H -6.55533 -3.66832 0.68261
H -7.92470 -2.82614 0.65018
H -5.41607 -2.19720 -2.61392
H -5.09194 -1.71451 -1.02965
H -4.90771 -3.47562 -1.62096